Density functional theory data (ωB97M-V with the def2-TZVPD basis set) for 2 unconnected molecules or ions with the total composition C5H14NO3 at a distorted geometry.

```
! wB97M-V def2-TZVPD RIJCOSX def2/J DEFGRID3
* xyz 1 1
C 1.5751 0.8410 -0.9827
C 1.3236 1.2750 1.4079
C -2.2808 0.9898 -0.9127
C -0.7391 -2.7083 -0.2199
C 0.5562 -1.0165 0.7177
N 1.5251 0.2149 0.3838
O 0.4581 -1.3236 1.8726
O -1.3808 0.4432 0.0999
O 0.0907 -1.5554 -0.3464
H 2.3320 1.5942 -1.0663
H 1.9045 0.1297 -1.8363
H 0.4881 1.1732 -1.2984
H 0.3969 1.8518 1.1104
H 1.0961 0.7639 2.3749
H 2.0493 2.1296 1.3421
H -2.0930 2.0725 -0.9291
H -3.2995 0.6739 -0.7955
H -2.0142 0.5962 -1.7781
H -1.8223 -2.4559 -0.5649
H -0.7035 -3.1269 0.7916
H -0.3254 -3.3139 -0.9585
H 2.4564 -0.1931 0.6151
H -1.5936 0.9445 0.9729
*
```

Results
energy relative to the best compared isomer or geometry (same formula, charge and spin): 71.2 kcal/mol
DFT total energy: -13036.0873 eV
LUMO energy: -2.9 eV

Here are the Mulliken charges for atoms 1 to 5, given in e: number 1, C, carries -0.62; number 2, C, carries -0.81; number 3, C, carries -0.88; number 4, C, carries -0.71; number 5, C, carries 0.73

***

Density functional theory data (ωB97M-V with the def2-TZVPD basis set) for a molecular structure, C35H35N6PPtS at a distorted geometry.

```
! wB97M-V def2-TZVPD RIJCOSX def2/J DEFGRID3
* xyz -2 1
Pt -2.9685 0.2819 -0.8114
N -3.3992 3.9259 1.5286
C -3.2220 2.6531 0.9647
S -3.4207 2.5186 -0.7641
N -2.9096 1.6959 1.7787
N -2.7278 0.4936 1.1478
C -2.4581 -0.6109 1.8673
C -2.3262 -0.6114 3.3315
C -2.9302 -1.6117 4.1020
C -2.7862 -1.6509 5.4815
C -2.0448 -0.6771 6.1350
C -1.4542 0.3356 5.3861
C -1.5915 0.3712 4.0090
C -2.2139 -1.7693 1.0770
C -1.6616 -2.9874 1.5489
C -1.3169 -3.9754 0.6675
C -1.5140 -3.7888 -0.7143
C -2.0405 -2.5861 -1.1304
N -2.4048 -1.6249 -0.2838
H -4.0813 4.4728 1.0252
H -3.6071 3.8569 2.5148
H -3.5316 -2.3604 3.6004
H -3.2684 -2.4412 6.0469
H -1.9286 -0.7034 7.2127
H -0.8716 1.1053 5.8810
H -1.1303 1.1611 3.4355
H -1.4636 -3.1048 2.6048
H -0.8655 -4.8886 1.0403
H -1.2445 -4.5439 -1.4403
H -2.2188 -2.3368 -2.1711
N 0.2582 0.3587 -0.5319
P 1.7583 0.3100 -0.3670
C 2.4328 -0.1735 1.3088
C 3.5633 -0.9447 1.5666
C 3.8850 -1.3309 2.8639
C 3.0739 -0.9497 3.9233
C 1.9377 -0.1857 3.6780
C 1.6202 0.1896 2.3817
C 2.6961 1.9007 -0.6276
C 4.0598 2.0875 -0.4130
C 4.6456 3.3321 -0.6069
C 3.8636 4.4079 -1.0127
C 2.5009 4.2325 -1.2167
C 1.9208 2.9851 -1.0215
C 2.7277 -0.8580 -1.4481
C 3.4649 -0.4582 -2.5604
C 3.9244 -1.3848 -3.4904
C 3.6506 -2.7343 -3.3244
C 2.9079 -3.1491 -2.2236
C 2.4468 -2.2195 -1.3058
H 4.2011 -1.2550 0.7453
H 4.7634 -1.9418 3.0441
H 3.3136 -1.2605 4.9343
H 1.2834 0.0933 4.4960
H 0.7084 0.7354 2.1553
H 4.6709 1.2500 -0.0901
H 5.7087 3.4665 -0.4374
H 4.3163 5.3822 -1.1636
H 1.8856 5.0716 -1.5224
H 0.8555 2.8086 -1.1521
H 3.6777 0.5941 -2.7108
H 4.4869 -1.0465 -4.3540
H 3.9962 -3.4574 -4.0549
H 2.6679 -4.1986 -2.0934
H 1.8283 -2.5427 -0.4743
C -2.6213 -0.4417 -4.9717
C -2.7315 0.5329 -3.7875
C -3.6668 1.6850 -4.1902
C -1.3392 1.1115 -3.4973
N -3.2957 -0.1878 -2.6671
H -2.3065 0.0704 -5.8885
H -3.5870 -0.9243 -5.1421
H -1.8895 -1.2205 -4.7423
H -3.3289 2.1661 -5.1145
H -3.6950 2.4350 -3.3982
H -4.6832 1.3082 -4.3374
H -0.9345 1.6190 -4.3832
H -0.6459 0.3266 -3.1882
H -1.3750 1.8057 -2.6575
*
```

Results
energy relative to the best compared isomer or geometry (same formula, charge and spin): 10.5 kcal/mol
DFT total energy: -69172.2595 eV
LUMO energy (spin up / spin down): 4.6 / 4.6 eV

Here are the Mulliken charges for atoms 1 to 5, given in e: number 1, Pt, carries 0.82; number 2, N, carries -0.59; number 3, C, carries 0.45; number 4, S, carries -0.71; number 5, N, carries -1.10

***

Density functional theory data (ωB97M-V with the def2-TZVPD basis set) for a gas-phase ion, C6H9N6 (charge +1) at a distorted geometry.

```
! wB97M-V def2-TZVPD RIJCOSX def2/J DEFGRID3
* xyz 1 1
C -2.5515 -1.5514 0.1484
C -3.0644 -0.2577 -0.0653
C -0.4368 -0.7256 0.4014
C -0.9540 0.5744 0.1424
C 0.8976 -1.1565 0.1269
C 2.1677 0.8435 0.4213
N -1.2960 -1.8036 0.3555
N -2.2572 0.7331 -0.2502
N -0.1900 1.5978 0.3294
N 1.9085 -0.2266 -0.1958
N 1.1942 -2.4416 -0.1691
N -0.6616 2.7660 -0.0851
H -3.0840 -2.4116 0.1381
H -4.0388 0.0549 -0.2750
H 2.9527 1.3685 -0.0087
H 1.6911 1.0031 1.2841
H 2.5886 -0.3852 -0.9201
H 0.3390 -2.9179 -0.2962
H 2.0665 -2.8313 0.2248
H -1.4599 2.7378 -0.6728
H -0.8242 3.4715 0.5958
*
```

Results
energy relative to the best compared isomer or geometry (same formula, charge and spin): 62.0 kcal/mol
DFT total energy: -15298.3781 eV
LUMO energy (spin up / spin down): -5.0 / -5.0 eV

Here are the Mulliken charges for atoms 1 to 5, given in e: number 1, C, carries -0.29; number 2, C, carries -0.35; number 3, C, carries 0.17; number 4, C, carries 0.73; number 5, C, carries 0.35

***

Density functional theory data (ωB97M-V with the def2-TZVPD basis set) for 2 unconnected molecules or ions with the total composition C13H16BrClNO9 at a distorted geometry.

```
! wB97M-V def2-TZVPD RIJCOSX def2/J DEFGRID3
* xyz -1 1
C 4.5626 0.1841 0.5539
C 3.6892 -0.7627 -0.4170
C 3.2763 0.0475 -1.7041
O 1.9771 -0.2871 -2.2500
N 0.9969 -0.2034 -1.3168
C 0.7156 0.9781 -0.6389
C -0.3202 1.0535 0.4013
C -0.6185 2.4072 1.1351
C -0.3006 3.6906 0.2565
C 0.9500 4.5135 0.7899
Br 2.5057 4.4207 -0.4569
C -1.0550 -0.2050 0.7128
C -2.1459 -0.2430 1.8348
O -1.7422 -0.3464 2.9656
O -3.5054 -0.1441 1.5924
C -0.7653 -1.4305 -0.0332
C -1.4807 -2.7989 0.1484
O -1.0884 -3.6909 0.9168
O -2.5214 -2.9916 -0.5924
C 0.3037 -1.3763 -1.0621
H 4.3857 1.2722 0.3579
H 5.6513 -0.1036 0.4694
H 4.2655 -0.0866 1.6048
H 2.8323 -1.1285 0.2052
H 4.3413 -1.6536 -0.6295
H 4.0261 -0.2114 -2.5089
H 3.3958 1.1610 -1.5364
H 1.3300 1.8684 -0.9073
H -0.0479 2.4783 2.1033
H -1.7358 2.4136 1.3070
H -0.2164 3.4672 -0.8472
H -1.1815 4.3968 0.3364
H 1.3082 4.1841 1.7975
H 0.6493 5.5992 0.8367
H -3.7668 -1.0105 1.1984
H 0.5829 -2.2912 -1.6473
O -5.9069 -3.8010 0.1887
Cl -5.8476 -4.6344 -0.9953
O -7.1092 -5.3343 -1.1523
O -4.7789 -5.5958 -0.8589
O -5.6109 -3.8054 -2.1582
*
```

Results
DFT total energy: -116211.9184 eV
LUMO energy: 0.6 eV

Here are the Mulliken charges for atoms 1 to 5, given in e: number 1, C, carries -1.02; number 2, C, carries -0.10; number 3, C, carries -0.50; number 4, O, carries -0.42; number 5, N, carries 0.48

***

Density functional theory data (ωB97M-V with the def2-TZVPD basis set) for C6H4O in the gas phase at a distorted geometry.

```
! wB97M-V def2-TZVPD RIJCOSX def2/J DEFGRID3
* xyz 0 1
C -0.1517 1.7540 -1.7432
C 0.2122 0.6741 -0.8148
C 0.4526 -0.2150 -0.0256
C 0.7549 -1.2749 0.9385
O 1.8254 -1.8048 0.9987
C -1.1726 -0.8298 1.6635
C -0.5146 -1.8379 2.0850
H 0.1101 1.4894 -2.7729
H 0.3807 2.6775 -1.4917
H -1.2268 1.9675 -1.7088
H -0.6702 -2.6001 2.8714
*
```

Results
energy relative to the best compared isomer or geometry (same formula, charge and spin): 118.9 kcal/mol
DFT total energy: -8327.2862 eV
LUMO energy: 0.1 eV

Here are the Mulliken charges for atoms 1 to 5, given in e: number 1, C, carries -1.26; number 2, C, carries 1.53; number 3, C, carries -0.44; number 4, C, carries -0.03; number 5, O, carries -0.45

***

Density functional theory data (ωB97M-V with the def2-TZVPD basis set) for a molecular structure, C5H8O.

```
! wB97M-V def2-TZVPD RIJCOSX def2/J DEFGRID3
* xyz 0 1
C -0.7106 -1.0333 -0.1971
C 0.1524 0.0737 -0.8687
C -0.6505 1.0631 0.0158
C -0.5075 -0.1051 1.0138
O 0.9003 -0.2078 1.2579
C 1.4427 -0.0199 -0.0584
H -1.7294 -1.0314 -0.5953
H -0.3204 -2.0485 -0.0934
H 0.2361 0.1844 -1.9510
H -1.6737 1.1765 -0.3511
H -0.2107 2.0325 0.2675
H -1.0314 -0.1908 1.9665
H 2.0896 -0.8587 -0.3429
H 2.0313 0.9059 -0.0767
*
```

Results
energy relative to the best compared isomer or geometry (same formula, charge and spin): 37.4 kcal/mol
DFT total energy: -7360.6341 eV
LUMO energy: 1.1 eV

Here are the Mulliken charges for atoms 1 to 5, given in e: number 1, C, carries -0.59; number 2, C, carries -0.33; number 3, C, carries -0.59; number 4, C, carries -0.11; number 5, O, carries -0.46